Entry 1:
{
  "formula": "C40H43N5O3PPtSe",
  "method": "wB97M-V/def2-TZVPD",
  "species": ["Pt", "O", "N", "N", "O", "C", "C", "C", "C", "C", "C", "H", "H", "H", "H", "H", "O", "N", "C", "C", "C", "C", "C", "C", "C", "P", "C", "C", "C", "C", "C", "C", "C", "C", "C", "C", "C", "C", "H", "H", "H", "H", "H", "H", "H", "H", "H", "H", "H", "H", "H", "H", "H", "H", "C", "C", "C", "C", "N", "C", "Se", "N", "C", "C", "C", "C", "C", "C", "C", "C", "C", "C", "H", "H", "H", "H", "H", "H", "H", "H", "H", "H", "H", "H", "H", "H", "H", "H", "H", "H", "H", "H", "H", "H"],
  "xyz": [[1.22, -1.50, -0.08], [1.11, -0.17, -1.87], [0.22, -0.44, -2.75], [-0.45, -1.49, -2.53], [-0.28, -2.26, -1.48], [-1.49, -1.85, -3.47], [-2.18, -3.03, -3.26], [-3.19, -3.37, -4.14], [-3.50, -2.55, -5.21], [-2.79, -1.37, -5.40], [-1.78, -1.01, -4.53], [-1.91, -3.66, -2.43], [-3.73, -4.30, -3.99], [-4.29, -2.83, -5.90], [-3.02, -0.73, -6.24], [-1.23, -0.09, -4.67], [0.36, -4.37, 0.45], [1.28, -3.52, 1.04], [2.33, -4.13, 1.43], [3.40, -3.50, 2.21], [4.11, -4.40, 3.02], [5.05, -3.97, 3.93], [5.29, -2.61, 4.07], [4.62, -1.71, 3.26], [3.70, -2.13, 2.30], [3.01, -0.83, 1.21], [2.59, 0.47, 2.41], [1.73, 0.15, 3.46], [1.37, 1.11, 4.39], [1.86, 2.41, 4.27], [2.71, 2.73, 3.22], [3.08, 1.77, 2.29], [4.39, -0.15, 0.25], [5.74, -0.28, 0.59], [6.72, 0.34, -0.16], [6.36, 1.10, -1.27], [5.03, 1.23, -1.63], [4.05, 0.60, -0.88], [-0.38, -3.79, 0.22], [2.37, -5.21, 1.28], [3.88, -5.46, 2.94], [5.57, -4.68, 4.55], [5.99, -2.25, 4.81], [4.80, -0.65, 3.39], [1.35, -0.86, 3.57], [0.71, 0.86, 5.20], [1.58, 3.16, 4.99], [3.10, 3.74, 3.13], [3.74, 2.02, 1.48], [6.04, -0.88, 1.44], [7.76, 0.23, 0.11], [7.13, 1.59, -1.86], [4.75, 1.80, -2.50], [3.02, 0.69, -1.18], [-1.15, 5.18, 0.82], [-1.68, 3.89, 1.43], [-0.60, 2.81, 1.58], [-0.13, 2.18, 0.28], [-1.20, 1.43, -0.38], [-1.64, 0.22, 0.00], [-0.87, -0.84, 1.34], [-2.68, -0.14, -0.78], [-3.45, -1.37, -0.64], [-4.34, -1.38, 0.60], [-5.30, -0.21, 0.73], [-6.41, -0.21, -0.32], [-2.91, 0.87, -1.71], [-3.82, 0.98, -2.75], [-3.75, 2.12, -3.52], [-2.80, 3.12, -3.27], [-1.89, 3.01, -2.25], [-1.96, 1.86, -1.46], [-1.92, 5.95, 0.78], [-0.79, 5.05, -0.20], [-0.32, 5.58, 1.40], [-2.51, 3.50, 0.83], [-2.09, 4.11, 2.41], [-0.96, 2.01, 2.23], [0.28, 3.24, 2.08], [0.69, 1.49, 0.46], [0.21, 2.93, -0.44], [-2.74, -2.19, -0.62], [-4.05, -1.47, -1.55], [-3.69, -1.42, 1.48], [-4.90, -2.32, 0.59], [-4.75, 0.74, 0.68], [-5.75, -0.24, 1.72], [-6.03, -0.06, -1.33], [-7.13, 0.59, -0.13], [-6.96, -1.15, -0.30], [-4.53, 0.20, -2.98], [-4.44, 2.24, -4.35], [-2.78, 3.99, -3.91], [-1.15, 3.77, -2.07]],
  "multiplicity": 3,
  "lumo_energy_ha": [-0.0925, -0.1427],
  "gap_ha": [0.25955, 0.25366],
  "homo_ev": [-9.6, -10.8],
  "s2": 2.01,
  "charge": 1
}

=====

Entry 2:
{
  "formula": "C40H44CdCl2N7O5S",
  "method": "wB97M-V/def2-TZVPD",
  "species": ["Cd", "Cl", "C", "C", "C", "N", "C", "O", "C", "C", "C", "C", "C", "N", "C", "C", "C", "Cl", "N", "C", "O", "C", "C", "C", "C", "C", "N", "H", "H", "H", "H", "H", "H", "H", "H", "H", "H", "C", "N", "C", "C", "C", "C", "C", "C", "C", "C", "H", "H", "H", "H", "H", "H", "H", "H", "H", "H", "H", "H", "O", "C", "N", "C", "O", "C", "C", "C", "C", "N", "C", "H", "H", "H", "H", "H", "H", "H", "H", "C", "C", "C", "S", "O", "C", "C", "C", "H", "H", "H", "H", "H", "H", "H", "H", "H", "H", "H", "H", "H", "H"],
  "xyz": [[0.04, 1.66, 0.41], [-3.54, 7.43, 0.04], [-2.60, 6.14, 0.75], [-1.58, 5.58, 0.00], [-0.80, 4.55, 0.53], [0.19, 3.85, -0.18], [0.89, 4.33, -1.18], [0.82, 5.42, -1.78], [2.02, 3.38, -1.57], [2.89, 3.77, -2.58], [3.96, 2.95, -2.91], [4.12, 1.76, -2.23], [3.21, 1.44, -1.24], [2.18, 2.23, -0.91], [-1.03, 4.11, 1.86], [-2.07, 4.68, 2.59], [-2.85, 5.69, 2.04], [-4.15, 6.36, 3.00], [-0.16, 3.11, 2.30], [-0.05, 2.67, 3.53], [-0.61, 3.01, 4.59], [0.98, 1.54, 3.62], [1.33, 1.05, 4.87], [2.29, 0.06, 4.97], [2.89, -0.41, 3.81], [2.47, 0.11, 2.61], [1.54, 1.06, 2.50], [-1.38, 5.93, -1.00], [2.71, 4.72, -3.06], [4.65, 3.24, -3.69], [4.93, 1.08, -2.46], [3.30, 0.52, -0.68], [-2.26, 4.33, 3.60], [0.83, 1.48, 5.73], [2.59, -0.33, 5.94], [3.66, -1.18, 3.84], [2.91, -0.23, 1.67], [-2.03, 2.88, -2.70], [-2.21, 1.72, -1.84], [-2.73, 0.59, -2.60], [-3.10, 2.03, -0.73], [-3.05, 1.04, 0.41], [-4.25, 0.55, 0.91], [-4.29, -0.23, 2.06], [-3.11, -0.49, 2.74], [-1.91, -0.01, 2.21], [-1.83, 0.72, 1.03], [-3.00, 3.26, -3.08], [-1.42, 2.60, -3.57], [-1.53, 3.68, -2.16], [-3.70, 0.83, -3.06], [-2.87, -0.27, -1.94], [-2.03, 0.32, -3.39], [-4.14, 2.12, -1.09], [-2.81, 3.01, -0.34], [-5.18, 0.79, 0.40], [-5.24, -0.59, 2.45], [-3.12, -1.04, 3.68], [-1.00, -0.19, 2.79], [0.99, -4.54, -5.48], [1.06, -4.51, -4.05], [-0.26, -4.44, -3.52], [-0.97, -3.31, -3.20], [-2.14, -3.38, -2.87], [-0.23, -2.00, -3.24], [0.21, -1.48, -4.45], [0.78, -0.21, -4.46], [0.93, 0.45, -3.25], [0.53, -0.06, -2.08], [-0.07, -1.25, -2.09], [1.89, -4.62, -5.83], [1.62, -3.65, -3.70], [1.53, -5.42, -3.68], [-0.83, -5.27, -3.59], [0.08, -2.04, -5.37], [1.12, 0.25, -5.38], [1.38, 1.44, -3.22], [-0.43, -1.63, -1.14], [-0.88, -4.47, 4.39], [-0.20, -4.18, 3.05], [0.57, -2.87, 3.08], [0.66, -2.05, 1.44], [-0.46, -2.62, 0.63], [2.17, -2.87, 0.79], [1.83, -4.11, -0.02], [3.10, -4.85, -0.46], [-1.44, -5.40, 4.34], [-1.57, -3.66, 4.64], [-0.15, -4.56, 5.20], [-0.95, -4.10, 2.27], [0.47, -5.00, 2.79], [1.60, -2.97, 3.45], [0.07, -2.13, 3.72], [2.84, -3.09, 1.63], [2.65, -2.11, 0.16], [1.25, -3.81, -0.90], [1.19, -4.77, 0.56], [3.76, -4.20, -1.04], [2.85, -5.72, -1.07], [3.66, -5.20, 0.42]],
  "lumo_energy_ha": 0.0598,
  "gap_ha": 0.21325,
  "homo_ev": -4.2,
  "charge": -1
}

=====

Entry 3:
{
  "formula": "C40H44N10O7P2Sn",
  "method": "wB97M-V/def2-TZVPD",
  "species": ["Sn", "C", "C", "C", "C", "C", "N", "C", "C", "C", "C", "C", "C", "C", "N", "C", "C", "C", "N", "C", "C", "N", "C", "C", "C", "N", "H", "H", "H", "H", "H", "H", "H", "H", "H", "H", "H", "H", "H", "H", "H", "H", "H", "H", "C", "N", "C", "C", "N", "C", "C", "C", "C", "C", "C", "N", "C", "N", "C", "C", "C", "C", "C", "C", "N", "H", "H", "H", "H", "H", "H", "H", "H", "H", "H", "H", "H", "H", "H", "H", "O", "P", "O", "O", "O", "P", "O", "O", "O", "H", "H", "C", "C", "C", "C", "H", "H", "H", "H", "H", "H", "H", "H", "H"],
  "xyz": [[-0.77, -0.15, 0.12], [1.71, -6.31, -4.04], [1.98, -5.15, -3.11], [3.14, -4.40, -3.15], [3.29, -3.31, -2.32], [2.29, -2.84, -1.42], [2.53, -1.73, -0.68], [3.40, -0.81, -1.11], [3.51, -0.42, -2.48], [4.47, 0.45, -2.95], [5.40, 1.03, -2.08], [6.44, 2.01, -2.57], [5.27, 0.74, -0.73], [4.29, -0.10, -0.22], [4.22, -0.22, 1.20], [5.24, 0.01, 2.08], [4.71, -0.12, 3.34], [3.35, -0.41, 3.13], [3.08, -0.47, 1.84], [1.15, -3.71, -1.29], [1.04, -4.81, -2.14], [0.12, -3.61, -0.31], [-0.84, -4.56, -0.11], [-1.49, -4.27, 1.06], [-0.88, -3.10, 1.52], [0.07, -2.70, 0.68], [2.41, -6.29, -4.88], [1.82, -7.27, -3.53], [0.70, -6.24, -4.43], [3.94, -4.66, -3.83], [4.22, -2.77, -2.35], [2.80, -0.85, -3.17], [4.51, 0.69, -4.01], [6.60, 1.91, -3.64], [6.11, 3.04, -2.37], [7.39, 1.86, -2.05], [5.96, 1.23, -0.05], [6.25, 0.22, 1.77], [5.23, 0.00, 4.28], [2.54, -0.55, 3.84], [0.17, -5.45, -2.08], [-1.01, -5.38, -0.78], [-2.33, -4.77, 1.49], [-1.07, -2.55, 2.42], [1.22, 3.51, -0.11], [0.97, 2.56, -1.16], [0.42, 2.99, -2.43], [-1.06, 2.76, -2.56], [-1.92, 2.81, -1.59], [-3.14, 2.49, -2.14], [-4.38, 2.34, -1.53], [-5.45, 2.00, -2.34], [-5.30, 1.80, -3.72], [-4.07, 1.93, -4.34], [-2.99, 2.27, -3.52], [-1.65, 2.48, -3.77], [0.50, 3.26, 1.18], [-0.67, 2.73, 1.31], [-1.00, 2.84, 2.65], [-2.16, 2.49, 3.32], [-2.23, 2.78, 4.67], [-1.17, 3.39, 5.35], [-0.01, 3.76, 4.70], [0.06, 3.47, 3.34], [1.00, 3.74, 2.38], [2.30, 3.58, 0.11], [0.91, 4.51, -0.47], [1.67, 1.85, -1.25], [0.62, 4.06, -2.60], [0.92, 2.44, -3.24], [-4.49, 2.44, -0.46], [-6.43, 1.86, -1.90], [-6.16, 1.51, -4.31], [-3.94, 1.76, -5.40], [-1.18, 2.25, -4.62], [-2.97, 1.99, 2.80], [-3.12, 2.51, 5.22], [-1.26, 3.58, 6.42], [0.81, 4.25, 5.22], [1.94, 4.06, 2.55], [-5.46, -0.56, 0.90], [-3.99, -1.32, 0.85], [-4.09, -2.52, 0.00], [-3.04, -0.20, 0.46], [-3.90, -1.74, 2.39], [-3.05, -1.14, 3.67], [-4.12, 0.01, 4.17], [-3.04, -2.24, 4.67], [-1.81, -0.47, 3.24], [-5.56, -0.26, -0.01], [-4.91, -0.51, 4.40], [-0.21, -0.46, -3.99], [-0.74, -1.61, -3.14], [-1.60, -2.53, -4.01], [-1.52, -1.10, -1.92], [0.47, -0.82, -4.77], [0.33, 0.25, -3.35], [-1.04, 0.06, -4.48], [0.12, -2.19, -2.80], [-2.47, -1.98, -4.39], [-1.97, -3.37, -3.41], [-1.04, -2.93, -4.86], [-2.07, -1.95, -1.50], [-2.31, -0.41, -2.28]],
  "lumo_energy_ha": 0.1425,
  "gap_ha": 0.19697,
  "homo_ev": -1.5,
  "charge": -2
}

=====

Looking at energy relative to the best compared isomer or geometry (same formula, charge and spin) for the records above, in order, we have 0.0; 133.4; 0.0 kJ/mol.
Looking at F_max for the records above, in order, we have 0.44; 0.70; 1.17 eV/A.